(w)
Molecular formula: C4H4N2OS
Method: DFT, the ωB97M-V functional and the def2-TZVPD basis

Calculated values
Gap between HOMO and LUMO ... 0.349 Eh
Structure (SMILES) ... S/N=C\c1cnoc1
LUMO level ... 0.49 eV

```
12
Properties=species:S:1:pos:R:3:lowdin_charge:R:1
S 2.4330 -0.8995 -0.0412 0.697
N 2.0009 0.7510 -0.1030 -0.379
C 0.7579 1.0676 -0.0302 -0.244
C -0.4305 0.1722 -0.1271 -0.182
C -1.7774 0.6895 -0.0148 -0.099
N -2.6336 -0.2773 0.0415 0.088
O -1.8493 -1.3707 -0.0787 -0.040
C -0.6002 -1.2201 -0.0449 -0.127
H 3.7407 -0.5725 0.5118 -0.069
H 0.4573 2.0829 -0.0712 0.094
H -2.0693 1.7517 0.0602 0.135
H -0.0295 -2.1748 -0.1025 0.127
```

=====

(x)
Molecular formula: C4H4N2OS
Method: DFT, the ωB97M-V functional and the def2-TZVPD basis

Calculated values
Gap between HOMO and LUMO ... 0.320 Eh
Structure (SMILES) ... [H]/N=c1/ccon1C=S
LUMO level ... -0.36 eV

```
12
Properties=species:S:1:pos:R:3:lowdin_charge:R:1
H -0.2545 2.5611 0.8349 0.189
N -0.9240 1.8519 0.0266 0.088
C -0.5650 0.6574 0.0128 -0.433
C -1.6171 -0.4350 -0.2890 0.024
C -0.9714 -1.6842 -0.0834 -0.004
O 0.4138 -1.5238 0.3212 -0.088
N 0.6652 -0.0849 0.4834 -0.047
C 1.8872 0.4275 -0.1769 -0.693
S 3.3028 -0.2151 -0.0790 0.750
H -2.6970 -0.3459 -0.5524 0.112
H -1.2170 -2.6711 -0.1469 0.081
H 1.9770 1.4621 -0.3513 0.023
```

=====

(y)
Molecular formula: C4H4N2OS
Method: DFT, the ωB97M-V functional and the def2-TZVPD basis

Calculated values
Gap between HOMO and LUMO ... 0.370 Eh
Structure (SMILES) ... N#C[C@@H]1SN=C[C@H]1O
LUMO level ... 0.29 eV

```
12
Properties=species:S:1:pos:R:3:lowdin_charge:R:1
N 3.0817 0.1805 0.3380 0.160
C 1.9956 0.4234 -0.1078 -0.229
C 0.6703 0.3283 -0.6929 -0.440
S -0.4334 1.9049 -0.4494 0.904
N -1.1402 1.2308 0.9469 -0.267
C -0.8079 0.0167 1.0859 -0.277
C -0.2314 -0.7114 0.0051 -0.406
O -1.4312 -1.1384 -0.7509 -0.041
H 0.8138 0.0203 -1.8100 0.165
H -1.2245 -0.4967 2.0252 0.160
H 0.3991 -1.5969 0.3409 0.178
H -1.6920 -0.1615 -0.9311 0.093
```

=====

(z)
Molecular formula: C4H4N2OS
Method: DFT, the ωB97M-V functional and the def2-TZVPD basis

Calculated values
Gap between HOMO and LUMO ... 0.270 Eh
Structure (SMILES) ... C#CC(=O)/C(N)=N\S
LUMO level ... -0.77 eV

```
12
Properties=species:S:1:pos:R:3:lowdin_charge:R:1
C 1.9371 1.8169 0.1034 0.129
C 1.4813 0.6169 0.3249 -0.039
C 0.5622 -0.3877 0.8591 -0.383
O 0.6716 -0.8358 2.0127 0.070
C -0.6371 -0.7294 0.0340 -0.468
N -0.9738 -2.0069 0.2202 0.096
N -1.1687 0.1792 -0.8114 -0.333
S -0.5725 1.6058 -1.4523 0.753
H 2.6284 2.5708 -0.0964 0.022
H -2.0117 -2.0863 0.0493 0.133
H -0.3680 -2.6097 1.0040 0.206
H -1.5488 1.8663 -2.2473 -0.187
```

=====

Which structure wins on stability? (y) wins.

=====

(w)
Molecular formula: C20H24ClN3O3S
Method: DFT, the ωB97M-V functional and the def2-TZVPD basis

Calculated values
Gap between HOMO and LUMO ... 0.325 Eh
Structure (SMILES) ... COCc1csc(C(=O)N2CCC[C@@H](NC(=O)c3ccc(Cl)c(N)c3)[C@@H]2C)c1
LUMO level ... 0.41 eV

```
52
Properties=species:S:1:pos:R:3:lowdin_charge:R:1
C -4.3876 4.0693 0.7183 -0.113
O -3.1707 3.3638 0.6254 -0.178
C -3.0961 2.3200 1.5748 -0.198
C -1.8187 1.5704 1.3735 -0.289
C -0.9178 1.2849 2.3585 -0.353
S 0.4130 0.3823 1.7938 1.097
C -0.2094 0.3913 0.1937 -0.449
C 0.5222 -0.3157 -0.8781 -0.469
O 1.3424 -1.1723 -0.6238 0.078
N 0.1373 0.0356 -2.1820 -0.023
C 0.5615 1.4074 -2.5223 -0.153
C -0.0865 1.8736 -3.8085 -0.167
C 0.3020 0.9239 -4.9276 -0.139
C -0.0892 -0.5020 -4.5617 -0.275
N 0.3468 -1.4286 -5.5931 0.105
C -0.4057 -1.6749 -6.6934 -0.434
O -1.4933 -1.1521 -6.8718 0.067
C 0.1702 -2.6527 -7.6787 -0.135
C 1.5363 -2.8918 -7.8040 -0.046
C 1.9808 -3.8038 -8.7455 -0.103
C 1.0725 -4.4726 -9.5454 -0.595
Cl 1.6545 -5.6111 -10.7252 0.689
C -0.3028 -4.2459 -9.4434 -0.333
N -1.2131 -4.9479 -10.2102 0.095
C -0.7284 -3.3156 -8.4957 0.035
C 0.4636 -0.9699 -3.2068 -0.288
C -0.1580 -2.3161 -2.8463 -0.025
C -1.4032 1.0489 0.1206 -0.052
H -4.3730 4.8467 -0.0417 0.088
H -5.2445 3.4089 0.5407 0.088
H -4.5037 4.5343 1.7042 0.088
H -3.1420 2.7225 2.5950 0.128
H -3.9567 1.6475 1.4482 0.132
H -0.9809 1.5687 3.3977 0.078
H 0.3040 2.0601 -1.6909 0.120
H 1.6561 1.4326 -2.6368 0.136
H -1.1727 1.8918 -3.6835 0.122
H 0.2367 2.8920 -4.0307 0.116
H -0.1792 1.1864 -5.8706 0.120
H 1.3856 0.9651 -5.0859 0.124
H -1.1803 -0.5608 -4.5193 0.156
H 1.1953 -1.9497 -5.4534 0.129
H 2.2616 -2.3503 -7.2113 0.107
H 3.0367 -3.9973 -8.8752 0.106
H -2.1164 -4.5173 -10.3150 0.096
H -0.8553 -5.3626 -11.0551 0.053
H -1.7832 -3.0953 -8.3872 0.126
H 1.5583 -1.0723 -3.2870 0.157
H -0.0645 -3.0107 -3.6801 0.079
H 0.3141 -2.7610 -1.9762 0.073
H -1.2220 -2.1782 -2.6429 0.096
H -1.9637 1.1530 -0.7974 0.132
```

=====

(x)
Molecular formula: C20H24ClN3O3S
Method: DFT, the ωB97M-V functional and the def2-TZVPD basis

Calculated values
Gap between HOMO and LUMO ... 0.321 Eh
Structure (SMILES) ... O=C(CCNS(=O)(=O)c1ccc(Cl)cc1)N1CCN(Cc2ccccc2)CC1
LUMO level ... 0.46 eV

```
52
Properties=species:S:1:pos:R:3:lowdin_charge:R:1
O 0.2537 1.8327 -3.3546 0.041
C -0.3907 0.9637 -2.7847 -0.487
C -1.9125 1.0740 -2.7673 -0.077
C -2.3529 1.7090 -1.4395 -0.217
N -1.4302 2.7268 -0.9736 -0.109
S -0.3858 2.3444 0.2715 0.665
O 0.9813 2.4849 -0.1325 -0.271
O -0.7929 1.0952 0.8573 -0.299
C -0.7826 3.6663 1.4056 -0.276
C -0.0120 4.8124 1.4109 -0.048
C -0.3463 5.8565 2.2559 -0.087
C -1.4557 5.7291 3.0813 -0.669
Cl -1.8798 7.0251 4.1338 0.690
C -2.2286 4.5750 3.0769 -0.088
C -1.8847 3.5377 2.2281 -0.051
N 0.1946 -0.0623 -2.1452 -0.022
C -0.4692 -1.0727 -1.3477 -0.119
C 0.2052 -2.4395 -1.5574 -0.149
N 1.6332 -2.4260 -1.3236 -0.164
C 1.9967 -2.3088 0.0834 -0.151
C 1.5143 -3.5105 0.8498 -0.230
C 1.8768 -4.7861 0.4332 -0.040
C 1.4401 -5.9004 1.1250 -0.083
C 0.6375 -5.7526 2.2448 -0.097
C 0.2701 -4.4861 2.6639 -0.087
C 0.7034 -3.3704 1.9672 -0.044
C 2.2400 -1.4208 -2.1739 -0.157
C 1.6404 -0.0267 -1.9793 -0.113
H -2.1725 1.7449 -3.5888 0.122
H -2.4154 0.1219 -2.9269 0.109
H -2.3993 0.9627 -0.6443 0.102
H -3.3431 2.1649 -1.5521 0.119
H -0.9303 3.1818 -1.7252 0.110
H 0.8467 4.8652 0.7609 0.116
H 0.2430 6.7594 2.2787 0.109
H -3.0832 4.4957 3.7300 0.108
H -2.4522 2.6215 2.2024 0.117
H -1.5172 -1.1560 -1.6307 0.119
H -0.4210 -0.7892 -0.2903 0.100
H -0.2558 -3.1734 -0.8934 0.123
H 0.0495 -2.7614 -2.5925 0.127
H 1.6127 -1.3929 0.5573 0.115
H 3.0907 -2.2751 0.1256 0.133
H 2.4972 -4.8915 -0.4438 0.114
H 1.7271 -6.8878 0.7935 0.101
H 0.2988 -6.6227 2.7879 0.099
H -0.3581 -4.3652 3.5346 0.100
H 0.4093 -2.3827 2.2944 0.111
H 3.3134 -1.3858 -1.9786 0.123
H 2.0882 -1.7398 -3.2103 0.125
H 2.0362 0.6733 -2.7160 0.127
H 1.8717 0.3624 -0.9818 0.112
```

=====

Which structure wins on stability? (w) wins.

=====

(w)
Molecular formula: C3H10NO3
Method: DFT, the ωB97M-V functional and the def2-TZVPD basis

Calculated values
Gap between HOMO and LUMO ... 0.430 Eh
Charge ... +1
LUMO level ... -3.29 eV

```
17
Properties=species:S:1:pos:R:3:lowdin_charge:R:1
C 2.2012 -0.5424 -0.5572 0.001
C 0.4719 -1.8442 0.5567 0.032
C 0.0518 0.3984 -0.0545 -0.373
N 0.9184 -0.5657 0.0081 -0.072
O 0.4154 1.5624 -0.5792 0.210
O -1.1985 0.1242 0.3436 0.116
O -2.9025 2.2779 0.1992 0.009
H 2.9373 -0.8386 0.0755 0.083
H 2.2227 -1.1008 -1.3916 0.079
H 2.6393 0.3883 -0.9776 0.138
H 1.2288 -2.1691 1.2456 0.113
H -0.6373 -1.9159 0.6927 0.129
H 0.4628 -2.5971 -0.1800 0.090
H -2.9316 3.2657 0.4249 0.144
H -0.1477 2.2312 -0.2075 0.128
H -1.8605 0.9800 0.3468 0.153
H -3.4496 2.1818 -0.5064 0.018
```

=====

(x)
Molecular formula: C3H10NO3
Method: DFT, the ωB97M-V functional and the def2-TZVPD basis

Calculated values
Gap between HOMO and LUMO ... 0.409 Eh
Charge ... +1
LUMO level ... -3.64 eV

```
17
Properties=species:S:1:pos:R:3:lowdin_charge:R:1
O 1.9623 0.8250 -0.1473 0.113
C 0.9129 1.2629 -0.5147 -0.174
C -0.3399 0.3963 -0.6222 -0.216
C -1.6867 1.0727 -0.5784 -0.196
O -2.6256 0.0313 -0.3335 -0.020
N -0.2495 -0.6295 0.4593 0.214
H 0.8264 2.2913 -0.9092 0.150
H -0.2132 -0.1406 -1.5587 0.175
H -1.8510 1.4916 -1.5743 0.140
H -1.7931 1.9368 0.0830 0.141
H -3.4662 0.3805 -0.5407 0.087
H -0.4776 -0.2694 1.3838 0.183
H -0.7623 -1.4939 0.3417 0.170
H 0.7294 -0.9906 0.5976 0.108
H 2.3365 -2.6527 0.6150 0.078
H 2.4678 -1.9831 2.0332 0.081
O 1.8582 -2.1967 1.3174 -0.033
```

=====

Which structure wins on stability? (x) wins.

=====

(w)
Molecular formula: C3H10NO3
Method: DFT, the ωB97M-V functional and the def2-TZVPD basis

Calculated values
Gap between HOMO and LUMO ... 0.402 Eh
Charge ... +1
LUMO level ... -3.14 eV

```
17
Properties=species:S:1:pos:R:3:lowdin_charge:R:1
C 3.2650 0.8317 -0.0933 -0.050
C -3.9035 0.0653 0.1807 0.124
C 1.6069 -0.7425 0.1988 -0.308
N 2.8021 -0.3433 0.5333 0.028
O 0.7708 -0.0759 -0.3505 0.056
O -2.5068 0.3862 -0.3690 -0.014
O -1.5857 -0.6517 -0.2588 -0.025
H 3.8346 1.3359 0.7644 0.134
H 4.0028 0.6370 -0.7765 0.059
H 2.4584 1.3413 -0.7030 0.124
H -3.8132 0.2601 1.2666 0.120
H -4.2311 -0.9924 0.1773 0.127
H -4.5103 0.8030 -0.2945 0.105
H 1.3735 -1.7929 0.6163 0.185
H 3.4793 -0.9491 0.7841 0.113
H -2.5280 0.3223 -1.3036 0.162
H -0.5148 -0.4350 -0.3723 0.058
```

=====

(x)
Molecular formula: C3H10NO3
Method: DFT, the ωB97M-V functional and the def2-TZVPD basis

Calculated values
Gap between HOMO and LUMO ... 0.433 Eh
Charge ... +1
LUMO level ... -3.24 eV

```
17
Properties=species:S:1:pos:R:3:lowdin_charge:R:1
C 1.0890 -0.5725 -1.0024 -0.106
C 1.1983 -0.6455 0.5009 -0.050
C 0.6520 0.6212 1.1165 -0.507
O 1.0602 0.7507 2.3719 0.155
O -0.0861 1.4211 0.5905 0.082
N -0.3767 -0.6181 -1.4314 0.198
H 1.5377 0.3008 -1.4725 0.141
H 1.5265 -1.3747 -1.5924 0.134
H 2.1840 -0.7974 0.9096 0.141
H 0.5129 -1.3836 0.9366 0.152
H 0.8232 1.5806 2.8101 0.153
H -0.6890 -1.5811 -1.3333 0.170
H -0.5810 -0.1819 -2.3110 0.166
H -0.9891 -0.1160 -0.7435 0.098
H -2.0557 1.4324 0.3804 0.048
H -3.3823 0.5982 0.0979 0.076
O -2.4238 0.5658 0.1720 -0.051
```

=====

Which structure wins on stability? (x) wins.

=====

(w)
Molecular formula: C3H3NS
Method: DFT, the ωB97M-V functional and the def2-TZVPD basis

Calculated values
Gap between HOMO and LUMO ... 0.411 Eh
LUMO level ... -0.33 eV

```
8
Properties=species:S:1:pos:R:3:lowdin_charge:R:1
C 1.4807 -0.2756 0.3533 -0.271
C -2.3329 -0.7158 1.0033 -0.606
C 0.6674 0.6209 -0.4931 -0.078
N 2.2831 -0.8234 0.9672 0.121
S -3.5416 -1.3492 0.3488 0.654
H 0.3879 1.4676 0.0379 0.052
H -0.1761 0.1051 -0.7898 0.013
H 1.2315 0.9704 -1.4276 0.117
```

=====

(x)
Molecular formula: C3H3NS
Method: DFT, the ωB97M-V functional and the def2-TZVPD basis

Calculated values
Gap between HOMO and LUMO ... 0.287 Eh
Structure (SMILES) ... S=CC1=NC1
LUMO level ... -1.19 eV

```
8
Properties=species:S:1:pos:R:3:lowdin_charge:R:1
S 1.6496 -2.2459 -0.6289 0.752
C 1.3019 -0.7786 -0.1950 -0.711
C 0.0935 -0.0687 -0.3365 -0.284
N -0.8501 0.4423 -0.9603 0.070
C -1.2104 0.7676 0.4614 -0.009
H 2.1580 -0.1271 0.1861 0.084
H -2.0618 0.2326 0.8138 0.060
H -1.0807 1.7778 0.6593 0.037
```

=====

(y)
Molecular formula: C3H3NS
Method: DFT, the ωB97M-V functional and the def2-TZVPD basis

Calculated values
Gap between HOMO and LUMO ... 0.322 Eh
Structure (SMILES) ... N#CCC=S
LUMO level ... -0.66 eV

```
8
Properties=species:S:1:pos:R:3:lowdin_charge:R:1
N 2.9203 -0.4023 -0.0492 0.161
C 1.9213 0.1296 -0.1359 -0.259
C 0.6226 0.6735 0.0999 -0.232
C -0.5354 -0.3822 0.0801 -0.682
S -2.0756 -0.0543 -0.0614 0.732
H 0.3268 1.6389 -0.4636 0.148
H 0.5443 0.8203 1.1495 0.103
H -0.1552 -1.3003 0.3763 0.029
```

=====

(z)
Molecular formula: C3H3NS
Method: DFT, the ωB97M-V functional and the def2-TZVPD basis

Calculated values
Gap between HOMO and LUMO (alpha / beta) ... 0.283 / 0.283 Eh
Structure (SMILES) ... C=NC1=CS1
LUMO level (alpha / beta) ... -0.08 / -0.08 eV

```
8
Properties=species:S:1:pos:R:3:lowdin_charge:R:1
C -0.1755 1.5398 0.0501 -0.019
N -0.7165 0.5854 0.6671 0.050
C -0.1914 -0.5001 0.3015 -0.514
C 0.0271 -1.7657 0.0840 -0.391
S 1.2347 -1.0661 -0.9676 0.693
H -0.5456 2.5424 0.2241 0.077
H 0.6436 1.4305 -0.6532 0.038
H -0.2763 -2.7661 0.2940 0.066
```

=====

Which structure wins on stability? (y) wins.

=====

(w)
Molecular formula: C3H3NS
Method: DFT, the ωB97M-V functional and the def2-TZVPD basis

Calculated values
Gap between HOMO and LUMO ... 0.302 Eh
Structure (SMILES) ... Nc1cc1=S
LUMO level ... 0.50 eV

```
8
Properties=species:S:1:pos:R:3:lowdin_charge:R:1
N 1.3438 -0.4978 0.4465 0.117
C 0.1173 -0.2609 0.0272 -0.206
C -0.9213 -0.2040 -0.8697 -0.089
C -1.1973 0.7545 0.0288 -0.802
S -1.8349 1.8570 0.9643 0.608
H 2.1288 -1.1678 0.1204 0.163
H 1.5418 0.0703 1.2242 0.085
H -1.1783 -0.5512 -1.9417 0.123
```

=====

(x)
Molecular formula: C3H3NS
Method: DFT, the ωB97M-V functional and the def2-TZVPD basis

Calculated values
Gap between HOMO and LUMO ... 0.320 Eh
LUMO level ... -0.08 eV

```
8
Properties=species:S:1:pos:R:3:lowdin_charge:R:1
C 0.0058 0.9946 -0.1073 -0.364
C -1.0250 0.0626 -0.0082 -0.200
C -1.9051 -0.7793 -0.0859 0.131
H 2.9025 -0.7386 0.3555 -0.137
H -0.3204 1.9948 -0.1544 0.089
H -2.6017 -1.6414 0.1147 0.071
N 1.3114 0.8742 -0.0058 -0.337
S 1.6325 -0.7669 -0.1085 0.747
```

=====

(y)
Molecular formula: C3H3NS
Method: DFT, the ωB97M-V functional and the def2-TZVPD basis

Calculated values
Gap between HOMO and LUMO ... 0.336 Eh
Structure (SMILES) ... C#C/C=N\S
LUMO level ... 0.21 eV

```
8
Properties=species:S:1:pos:R:3:lowdin_charge:R:1
C 1.5740 -0.8026 -0.0631 0.073
C 0.8654 0.1180 0.1213 -0.170
C -0.1664 1.1872 -0.0186 -0.241
N -1.4626 0.9025 0.0026 -0.451
S -2.1542 -0.5605 -0.0062 0.769
H 2.4130 -1.6225 -0.0584 0.094
H 0.1942 2.2610 -0.1049 0.118
H -1.2634 -1.4832 0.1272 -0.191
```

=====

Which structure wins on stability? (w) wins.